# 1
A 3-piece molecular cluster, C20H41NO6PS2 overall at a distorted geometry, computed with ωB97M-V/def2-TZVPD.

Output
- E_tot (Ha) = -2430.6703
- frontier orbital gap (eV) = 7.3
- charge = -1

Positions of all 71 atoms, in Å:
C  1.255  -1.184  1.671
C  1.833  -0.617  0.374
S  3.261  0.462  0.568
C  2.479  1.889  1.353
C  1.560  2.776  0.494
C  2.370  3.923  -0.111
O  1.068  2.008  -0.654
C  -0.167  2.433  -0.972
O  -0.591  2.381  -2.107
C  -0.897  2.911  0.277
C  -1.661  1.674  0.811
C  -2.828  1.158  -0.052
C  -4.225  1.543  0.450
C  -5.274  0.497  0.070
C  -6.589  0.589  0.851
N  -6.975  1.963  1.159
P  -1.965  4.286  -0.256
S  -3.238  5.126  0.950
C  0.278  3.374  1.198
C  -0.010  3.072  2.728
O  0.026  1.869  3.055
O  -0.326  4.060  3.375
H  0.201  -1.420  1.516
H  1.307  -0.473  2.494
H  1.752  -2.116  1.947
H  2.208  -1.420  -0.265
H  1.060  -0.107  -0.199
H  1.961  1.564  2.245
H  3.328  2.509  1.654
H  2.403  4.769  0.574
H  1.914  4.257  -1.047
H  3.385  3.593  -0.341
H  -0.915  0.885  0.913
H  -1.988  1.889  1.827
H  -2.756  0.066  -0.082
H  -2.693  1.484  -1.088
H  -4.208  1.643  1.538
H  -4.517  2.516  0.055
H  -4.850  -0.493  0.273
H  -5.483  0.551  -1.004
H  -6.469  0.065  1.802
H  -7.368  0.052  0.290
H  -7.655  2.004  1.903
H  -7.345  2.451  0.354
H  -0.998  5.155  -0.784
H  -2.553  3.778  -1.419
H  0.353  4.463  1.158
C  -0.519  -3.571  -2.364
C  -0.704  -4.081  -0.943
C  -1.732  -5.200  -0.866
O  -1.041  -3.015  -0.065
H  -1.461  -3.161  -2.740
H  0.227  -2.777  -2.389
H  -0.205  -4.372  -3.036
H  0.254  -4.446  -0.564
H  -2.707  -4.835  -1.202
H  -1.837  -5.551  0.160
H  -1.448  -6.043  -1.498
H  -1.880  -2.638  -0.353
C  6.195  -2.518  -2.416
C  6.005  -2.371  -0.914
C  6.732  -3.459  -0.138
O  4.625  -2.343  -0.577
H  5.788  -3.476  -2.754
H  5.672  -1.721  -2.942
H  7.252  -2.484  -2.687
H  6.374  -1.394  -0.598
H  6.339  -4.443  -0.413
H  6.585  -3.323  0.933
H  7.802  -3.450  -0.349
H  4.229  -3.184  -0.833

Results of the Löwdin charge analysis, in e, for atoms 1 through 6: -0.14 -0.53 0.88 -0.40 -0.42 -0.01

---

# 2
C20H42AlNOP3 as an isolated structure at a distorted geometry, computed with ωB97M-V/def2-TZVPD.

Output
- ΔE to the lowest compared entry with this formula, charge and spin (kJ/mol) = 182.4
- E_tot (Ha) = -2182.7550
- frontier orbital gap (eV) = 5.5
- charge = +3

Positions of all 68 atoms, in Å:
Al  -1.482  0.546  -1.200
P  -2.541  -1.642  -0.258
P  2.743  -0.081  3.245
P  0.492  -1.388  -1.363
H  -1.918  4.408  -2.096
C  -1.902  3.563  -2.812
C  -2.851  2.615  -2.804
H  -3.770  2.775  -2.222
C  -4.167  -1.335  0.553
C  -1.838  -2.538  1.216
C  -3.166  -3.036  -1.334
C  4.462  0.309  3.708
C  1.724  0.247  4.697
C  2.560  -1.788  2.750
C  0.688  -1.752  -3.134
C  0.874  -3.068  -0.709
C  2.130  -0.701  -1.010
H  -1.087  3.545  -3.547
H  -2.827  1.698  -3.421
H  -4.631  -0.496  0.033
H  -4.010  -1.072  1.604
H  -4.834  -2.214  0.496
H  -1.786  -1.842  2.059
H  -0.822  -2.897  1.049
H  -2.445  -3.402  1.538
H  -3.403  -2.590  -2.314
H  -4.097  -3.487  -0.944
H  -2.418  -3.835  -1.476
H  4.855  -0.462  4.398
H  4.478  1.293  4.214
H  5.074  0.346  2.794
H  2.064  -0.396  5.528
H  0.668  0.035  4.512
H  1.845  1.294  5.017
H  3.530  -2.286  2.692
H  2.111  -1.787  1.753
H  1.906  -2.361  3.421
H  1.111  -2.745  -3.349
H  1.360  -1.022  -3.590
H  -0.253  -1.677  -3.676
H  1.721  -3.485  -1.273
H  0.024  -3.762  -0.791
H  1.172  -3.011  0.341
H  2.832  -1.057  -1.768
H  2.470  -1.065  -0.043
H  2.117  0.386  -1.004
C  0.748  1.892  -2.175
C  1.914  2.733  -2.343
C  2.323  3.083  -3.614
C  1.783  2.423  -4.749
C  0.830  1.427  -4.575
C  0.198  1.250  -3.338
O  0.120  1.728  -0.953
H  2.336  0.642  2.036
H  2.491  3.005  -1.466
H  2.993  3.916  -3.795
H  2.103  2.663  -5.770
H  0.498  0.742  -5.375
H  -0.832  0.737  -3.299
C  -1.904  1.298  4.125
C  -1.617  2.118  2.828
C  -2.058  1.644  1.517
N  -2.222  1.337  0.395
H  -2.707  0.575  3.955
H  -2.219  1.899  4.981
H  -1.021  0.758  4.490
H  -2.004  3.144  2.926
H  -0.516  2.212  2.718

Results of the Löwdin charge analysis, in e, for atoms 1 through 6: 0.44 0.81 0.91 0.83 0.10 0.03

---

HOMO level readings, ordered: -5.01, -15.84 eV